No. 1
8
Properties=species:S:1:pos:R:3:forces:R:3 method="wB97M-V/def2-TZVPD" homo_energy_ev="-8.39 / -10.73" e_above_lowest_kj_mol=592.1 fmax_ev_per_a=2.2 gap_ev="7.331 / 9.812" charge=0
P -0.278120 -1.046094 0.976264 0.163 1.500 0.555
F 1.369851 -0.311050 -0.894875 -0.778 0.730 0.373
F 1.452249 1.160629 0.737693 -0.592 -0.050 0.365
O -0.922183 -1.751290 -0.327343 -0.708 -0.606 1.402
C 0.549535 0.445256 0.044745 0.608 -0.851 -1.885
H -1.527922 1.715560 1.189386 -0.019 -0.260 0.099
H -0.578647 -1.352834 -1.094863 0.651 0.536 -2.047
H -0.064761 1.139825 -0.631006 0.675 -0.999 1.138

No. 2
8
Properties=species:S:1:pos:R:3:forces:R:3 method="wB97M-V/def2-TZVPD" homo_energy_ev="-4.95 / -10.67" multiplicity=3 e_above_lowest_kj_mol=426.6 fmax_ev_per_a=5.0 gap_ev="5.609 / 7.219" charge=0
S 1.745073 0.601400 -0.830957 1.076 1.375 -4.685
P -1.129223 -0.278850 -0.644122 1.732 3.438 -1.720
F 0.636148 -0.700616 1.360614 0.118 -0.063 -0.103
F 1.080077 -1.852129 -0.483322 -0.194 1.074 0.448
C 0.626278 -0.601139 -0.016988 -1.102 -2.223 2.322
H 2.307462 1.120606 0.245053 0.060 -0.063 2.528
H -1.554544 -1.265921 0.038965 -1.482 -3.124 2.545
H -0.786152 -1.127316 -1.654591 -0.208 -0.414 -1.334

No. 3
7
Properties=species:S:1:pos:R:3:forces:R:3 method="wB97M-V/def2-TZVPD" homo_energy_ev="-9.27 / -9.27" e_above_lowest_kj_mol=226.7 fmax_ev_per_a=2.9 gap_ev="8.660 / 8.658" charge=0
I -1.091834 -1.727176 -1.191457 -0.357 -0.022 0.025
F -0.995731 1.874556 -0.296492 0.850 -1.719 -0.346
N 0.416966 -0.172822 0.787933 0.752 1.333 -0.668
C 0.061881 -0.184805 -0.514004 0.767 1.530 0.900
H 0.643843 0.297938 -1.400160 -1.080 -0.334 2.433
H 0.966928 0.727723 1.078110 -1.616 -2.366 -0.488
H -0.002053 -0.815414 1.536071 0.685 1.577 -1.855

No. 4
7
Properties=species:S:1:pos:R:3:forces:R:3 method="wB97M-V/def2-TZVPD" homo_energy_ev="-10.78 / -10.78" e_above_lowest_kj_mol=434.8 fmax_ev_per_a=4.2 gap_ev="8.485 / 8.484" charge=0
F 3.335031 0.658325 -1.490771 -2.697 -0.676 2.447
N 2.021795 0.147036 0.059140 3.478 1.311 -1.984
N -0.100387 -0.304015 0.471296 1.656 0.912 0.138
C 0.836073 0.282387 -0.318334 -1.996 -1.458 -3.214
H 0.319482 -0.584645 1.335450 -1.228 -0.517 0.715
H 0.351292 0.432905 -1.354046 1.727 0.663 1.314
H -1.026035 -0.274057 0.134349 -0.940 -0.234 0.584